Molecular formula: C6H17N3
Method: DFT, ωB97M-V with the def2-TZVPD basis set

E_tot in eV: -10966.619
HOMO in eV: -8.293
SMILES: CNC(C)(C)N.[H]/N=C\C
Kohn-Sham gap in Ha: 0.33832
Lowest unoccupied orbital energy in eV: 0.91
Largest force on an atom in eV/Å: 2.91
ΔE to the lowest compared entry with this formula, charge and spin in kcal/mol: 36.62

```
! RIJCOSX wB97M-V def2-TZVPD def2/J DEFGRID3
* xyz 0 1
C 0.06 0.69 -2.34
N 0.70 -0.20 -1.39
C 1.12 0.32 -0.15
C 1.91 -0.74 0.60
C 1.89 1.63 -0.25
N -0.22 0.57 0.80
H -0.82 1.22 -1.94
H -0.29 0.09 -3.18
H 0.77 1.43 -2.72
H 0.06 -1.03 -1.18
H 2.79 -1.00 0.02
H 2.22 -0.38 1.58
H 1.31 -1.63 0.72
H 1.26 2.44 -0.63
H 2.27 1.92 0.73
H 2.73 1.51 -0.93
H -0.63 1.48 0.59
H 0.06 0.58 1.78
H -1.08 -2.59 0.35
N -1.30 -1.81 -0.27
C -1.84 -0.80 0.35
C -2.53 -0.89 1.69
H -2.31 -0.08 -0.32
H -3.58 -1.12 1.55
H -2.46 0.06 2.21
H -2.07 -1.67 2.31
*
```

=====

Molecular formula: C14H23N2O5P2S2
Method: DFT, ωB97M-V with the def2-TZVPD basis set

E_tot in eV: -68350.788
HOMO in eV: -2.609
Kohn-Sham gap in Ha: 0.10950
Lowest unoccupied orbital energy in eV: 0.37
Largest force on an atom in eV/Å: 6.50
ΔE to the lowest compared entry with this formula, charge and spin in kcal/mol: 178.66

```
! RIJCOSX wB97M-V def2-TZVPD def2/J DEFGRID3
* xyz -1 1
C 6.28 -0.67 -0.79
C 4.91 0.21 -0.90
C 4.27 0.27 0.58
C 3.00 1.28 0.60
C 1.50 0.73 0.54
P 1.24 -1.14 0.37
P 1.54 -1.51 -1.79
O 0.26 -2.13 -2.40
O 2.83 -2.57 -2.11
O 1.84 -0.05 -2.65
C 0.30 1.70 0.61
O -1.07 1.35 0.60
C -1.46 0.62 -0.60
C -2.45 -0.58 -0.10
C 0.66 3.25 0.69
N -0.37 4.29 0.72
S 0.54 5.75 0.78
N 2.22 5.35 0.83
C 2.12 3.90 0.75
C 3.29 2.82 0.72
S 5.09 3.36 0.84
H 6.90 -0.28 0.10
H 6.04 -1.79 -0.66
H 6.89 -0.59 -1.77
H 5.12 1.27 -1.33
H 4.25 -0.38 -1.65
H 5.05 0.56 1.39
H 3.96 -0.81 0.83
H -0.08 -1.53 0.76
H 2.47 -3.46 -2.39
H 2.59 -0.23 -3.28
H -2.12 1.32 -1.24
H -0.59 0.24 -1.24
H -2.49 -1.46 -0.82
H -2.06 -0.94 0.93
H -3.52 -0.19 0.12
H 5.46 3.98 -0.34
C -6.27 -2.98 1.85
C -6.28 -1.54 1.30
C -7.60 -1.31 0.53
O -5.27 -1.42 0.44
H -6.34 -3.73 1.05
H -5.36 -3.18 2.42
H -7.12 -3.14 2.53
H -6.33 -0.88 2.19
H -7.71 -2.00 -0.31
H -7.65 -0.29 0.13
H -8.46 -1.45 1.19
*
```

=====

> Which value of largest force on an atom does entry 1 give?

2.91 eV/Å

=====

> Which value of HOMO does entry 1 give?

-8.293 eV

=====

> Which of these has the highest lowest unoccupied orbital energy?

C6H17N3